# 1
{
  "formula": "C23H53N2O7PdS6",
  "method": "ωB97M-V/def2-TZVPD",
  "homo_energy_ev": [-9.57, -9.57],
  "s_squared": 2.00,
  "e_lumo_ev": [-1.831, -2.219],
  "multiplicity": 3,
  "e_above_lowest_kcal_mol": 18.4,
  "total_charge": 1,
  "mol_weight_da": 768.51,
  "species": ["Pd", "C", "C", "C", "O", "H", "H", "H", "H", "H", "H", "H", "C", "S", "O", "C", "H", "H", "H", "H", "H", "H", "C", "S", "O", "C", "H", "H", "H", "H", "H", "H", "C", "S", "O", "C", "H", "H", "H", "H", "H", "H", "C", "S", "O", "C", "H", "H", "H", "H", "H", "H", "C", "S", "O", "C", "H", "H", "H", "H", "H", "H", "C", "S", "O", "C", "H", "H", "H", "H", "H", "H", "N", "C", "C", "C", "C", "H", "H", "H", "H", "H", "N", "C", "C", "C", "C", "H", "H", "H", "H", "H"],
  "coordinates": [[-8.3948, -18.1623, 1.3993], [-6.9891, -19.8622, -2.6335], [-7.0438, -19.9300, -1.1189], [-5.7155, -20.5407, -0.5653], [-7.3950, -18.7559, -0.4575], [-7.8754, -19.4343, -3.1020], [-6.7297, -20.7986, -3.1275], [-6.2601, -19.1757, -3.0642], [-7.7940, -20.6837, -0.8797], [-5.4738, -21.5261, -0.9638], [-5.6821, -20.4712, 0.5220], [-4.9016, -19.8499, -0.7854], [-10.5147, -18.5896, -2.3468], [-11.1601, -17.6597, -0.8707], [-10.1537, -17.7080, 0.2483], [-11.0734, -15.9985, -1.6486], [-9.5293, -18.2470, -2.6625], [-11.1743, -18.4966, -3.2096], [-10.4384, -19.6538, -2.1238], [-11.4566, -15.2242, -0.9840], [-11.6296, -15.9682, -2.5855], [-10.0224, -15.7596, -1.8118], [-9.0620, -13.1807, 0.3614], [-9.1536, -14.6898, 1.3956], [-8.3190, -15.8330, 0.8177], [-8.2049, -13.8822, 2.7742], [-9.8467, -12.4705, 0.6219], [-9.2894, -13.4388, -0.6729], [-8.0553, -12.7823, 0.2349], [-7.1434, -13.8028, 2.5394], [-8.2737, -14.5058, 3.6655], [-8.5784, -12.8735, 2.9504], [-9.2940, -22.5473, 1.9053], [-10.4738, -21.1277, 1.9128], [-9.7544, -19.8168, 1.6118], [-11.1745, -21.4983, 0.3360], [-8.9397, -22.7866, 2.9080], [-8.4771, -22.1357, 1.3126], [-9.6844, -23.4720, 1.4802], [-11.9273, -20.7246, 0.1853], [-11.6621, -22.4716, 0.3905], [-10.4644, -21.6504, -0.4769], [-4.8591, -16.8375, 0.3482], [-5.6662, -16.2144, 1.9298], [-6.6700, -17.2920, 2.4190], [-4.1303, -16.3196, 2.9024], [-5.5825, -16.7776, -0.4650], [-4.5450, -17.8807, 0.3804], [-3.9930, -16.2278, 0.0909], [-3.7923, -17.3459, 2.7594], [-4.2546, -16.1722, 3.9752], [-3.3808, -15.5822, 2.6148], [-10.8559, -15.6337, 4.6251], [-10.9641, -17.2875, 3.8552], [-9.5665, -17.5059, 3.1704], [-12.2222, -17.2543, 2.5308], [-11.8034, -15.2270, 4.9787], [-10.4402, -14.9440, 3.8906], [-10.2024, -15.5907, 5.4964], [-11.8489, -16.5606, 1.7774], [-13.2023, -17.1950, 3.0040], [-12.0894, -18.2256, 2.0543], [-8.8560, -19.7077, 5.5143], [-7.2554, -19.9049, 4.5646], [-7.6234, -19.5184, 3.1063], [-6.2272, -18.5041, 5.3104], [-8.8033, -20.2491, 6.4589], [-9.7101, -20.0802, 4.9487], [-9.0094, -18.6597, 5.7720], [-5.4473, -18.1174, 4.6543], [-5.8293, -18.7143, 6.3032], [-6.8648, -17.6201, 5.3184], [-7.3843, -16.1878, -2.6894], [-7.2867, -16.1888, -4.0090], [-6.8325, -14.9034, -4.3876], [-6.6620, -14.0772, -3.2885], [-7.0520, -14.9404, -2.2157], [-7.4762, -16.9737, -2.0617], [-7.4058, -17.1042, -4.5695], [-6.5640, -14.5866, -5.3846], [-6.3908, -13.0322, -3.2584], [-7.2127, -14.7165, -1.1715], [-2.3572, -19.5888, 2.4508], [-1.3940, -19.2605, 3.3929], [-1.9776, -19.4645, 4.6080], [-3.2894, -19.8870, 4.4317], [-3.4885, -19.9316, 3.0905], [-2.2123, -19.7537, 1.4649], [-0.4167, -18.9211, 3.0829], [-1.4410, -19.4055, 5.5434], [-4.0327, -20.1668, 5.1636], [-4.3331, -20.2323, 2.4884]],
  "forces_ev_per_angstrom": [[0.25, -1.63, -0.92], [0.25, 1.00, -0.99], [0.34, -0.70, 1.50], [-0.01, 1.28, -0.07], [0.32, 0.95, -0.84], [-0.57, -0.50, 0.25], [-0.34, -0.30, 0.29], [0.69, 0.27, 0.62], [-0.53, -0.53, -0.03], [-0.06, -0.04, 0.18], [-0.60, -0.65, 0.21], [0.25, 0.03, -0.69], [0.18, 0.12, 0.20], [0.53, -0.05, -0.92], [-1.53, 0.68, -1.43], [0.48, -0.08, 0.26], [-0.03, 0.24, 0.41], [-0.37, 0.28, 0.26], [-0.04, 0.13, 0.39], [-0.27, -0.32, 0.23], [0.01, -0.22, 0.06], [0.12, -0.19, -0.21], [0.09, -0.71, -1.36], [1.14, -0.02, 0.15], [-0.57, 2.68, 0.16], [0.10, -0.54, -0.12], [0.34, 0.05, 0.57], [-0.30, -0.52, -0.04], [0.00, 0.23, 0.76], [-0.11, -0.10, -0.44], [-0.19, 0.03, -0.06], [-0.30, -0.16, -0.01], [0.38, 0.70, 0.20], [1.16, 0.61, -0.52], [-1.28, -2.41, 0.58], [-0.87, -0.96, -0.21], [-0.05, 0.35, 0.03], [0.20, -0.27, -0.06], [-0.32, 0.33, -0.18], [0.16, -0.05, -0.44], [-0.41, 0.02, 0.28], [0.34, 0.73, 0.18], [-0.53, 0.16, 0.19], [0.04, -0.84, -0.98], [2.91, 1.95, 0.10], [-0.13, -0.86, 0.45], [-0.18, 0.15, 0.27], [-0.17, -0.01, 0.63], [-0.09, 0.28, 0.31], [0.41, 0.08, 0.05], [-0.60, 0.06, -0.05], [-0.23, -0.07, -0.57], [-0.24, 0.71, -0.77], [2.22, -1.12, -0.23], [-2.59, 1.32, 1.79], [1.33, 0.07, 0.36], [-0.31, -0.37, -0.27], [-0.15, -0.06, -0.08], [0.17, -0.81, -0.14], [-0.76, 0.49, 0.16], [0.03, 0.51, -0.37], [0.01, -0.20, 0.29], [0.81, 0.48, 0.41], [-0.61, 1.27, -1.71], [1.16, -1.45, 2.87], [-1.16, 0.68, -0.50], [0.26, -0.20, -0.07], [0.40, -0.02, -0.34], [0.00, 0.03, -0.30], [0.14, -1.12, -0.29], [-0.21, -0.34, -0.11], [-0.49, -0.13, 0.42], [0.14, 1.48, 1.90], [1.12, 1.06, -2.00], [-0.04, -1.14, -1.77], [-1.36, -2.30, 2.28], [0.36, 1.46, -0.02], [-0.24, -0.44, 0.17], [0.00, 0.22, -0.15], [-0.26, -0.29, -0.17], [0.01, -0.21, 0.09], [0.29, -0.18, 0.01], [1.02, 0.54, -0.17], [-0.27, -0.29, -0.97], [1.60, 0.34, 1.16], [-1.06, -0.30, 0.11], [-1.27, -0.80, -0.98], [0.08, 0.31, 0.23], [-0.07, -0.16, 0.20], [-0.12, 0.25, 0.02], [0.25, 0.08, 0.06], [-0.16, -0.04, 0.25]]
}

=====

# 2
{
  "formula": "C10H33CrN10O10",
  "method": "ωB97M-V/def2-TZVPD",
  "homo_energy_ev": [-11.56, -11.56],
  "s_squared": 6.01,
  "e_lumo_ev": [-6.810, -5.934],
  "multiplicity": 5,
  "total_charge": 1,
  "mol_weight_da": 505.43,
  "species": ["Cr", "N", "O", "O", "O", "C", "O", "N", "N", "H", "H", "H", "H", "C", "O", "N", "N", "H", "H", "H", "H", "C", "O", "N", "N", "H", "H", "H", "H", "C", "O", "N", "N", "H", "H", "H", "H", "C", "O", "C", "C", "N", "C", "C", "O", "C", "H", "H", "H", "H", "H", "H", "H", "H", "H", "H", "H", "H", "H", "H", "H", "O", "H", "H"],
  "coordinates": [[26.3616, 25.1434, 24.8213], [23.2080, 25.1269, 25.8517], [22.2501, 24.4799, 25.4834], [23.0685, 26.1695, 26.4996], [24.4180, 24.6654, 25.7931], [23.9061, 21.6809, 29.0958], [24.8322, 22.1533, 29.7333], [23.3297, 20.4884, 29.4783], [23.3300, 22.2929, 28.0190], [22.6765, 20.0789, 28.8382], [23.8330, 20.0284, 30.2132], [22.4804, 21.8983, 27.6692], [23.6039, 23.2537, 27.9308], [19.1043, 24.6011, 27.5891], [18.1934, 24.7234, 28.3865], [18.8783, 24.1796, 26.3015], [20.3870, 25.0365, 27.8082], [19.5930, 24.2427, 25.6023], [17.9761, 23.7929, 26.0987], [20.4631, 25.5764, 28.6529], [21.0349, 25.1814, 27.0553], [26.5143, 27.4117, 27.2401], [26.8116, 26.4038, 26.5609], [25.2863, 27.6643, 27.7032], [27.4844, 28.3011, 27.6301], [25.1534, 28.5416, 28.1793], [24.4845, 27.1957, 27.2894], [28.3737, 27.8292, 27.7056], [27.2142, 28.9637, 28.3379], [23.2038, 20.7331, 24.3216], [23.6823, 19.9182, 23.5366], [22.1756, 20.3821, 25.1530], [23.6412, 22.0060, 24.3661], [21.9436, 21.0676, 25.8420], [21.8179, 19.4663, 24.9575], [24.4234, 22.2682, 23.8020], [23.2762, 22.7038, 24.9884], [25.2083, 26.0260, 18.2008], [23.8155, 25.8426, 18.3886], [23.5184, 24.6493, 19.0632], [23.4955, 24.8228, 20.5737], [22.4107, 25.6974, 21.0085], [22.2976, 25.7068, 22.4746], [21.7241, 27.0225, 22.9664], [22.7612, 27.9441, 23.3252], [22.2662, 29.1704, 23.8304], [25.3210, 26.8752, 17.5314], [25.6947, 25.1527, 17.7581], [25.6979, 26.2405, 19.1592], [24.1677, 23.8003, 18.8192], [22.5174, 24.3153, 18.7806], [24.4778, 25.1908, 20.9340], [23.4043, 23.8287, 21.0225], [22.6415, 26.6441, 20.7238], [23.1549, 25.3362, 23.0402], [21.4824, 25.0183, 22.7281], [21.1411, 26.7813, 23.8680], [21.0037, 27.5123, 22.3079], [21.4087, 28.9837, 24.4825], [22.0599, 29.9013, 23.0473], [23.0245, 29.6203, 24.4768], [25.3328, 26.8158, 24.0943], [25.7260, 27.2155, 23.3045], [24.4205, 27.1834, 24.1246]],
  "forces_ev_per_angstrom": [[-2.32, 2.03, 2.28], [0.34, 0.56, 2.06], [0.39, -0.36, -0.78], [-0.13, 0.41, -0.67], [0.64, -0.58, -1.36], [0.06, -0.70, 1.29], [0.03, 0.33, -0.47], [0.24, 1.31, -0.74], [0.61, -0.32, 0.05], [0.04, -0.72, 0.41], [-0.26, -0.52, -0.11], [-0.29, 0.61, -0.06], [-0.42, 0.09, -0.29], [-0.76, 1.14, -0.93], [0.52, -0.52, 0.29], [0.22, -0.33, 0.23], [-0.11, -0.29, 0.76], [-0.07, -0.20, -0.11], [-0.01, 0.05, -0.13], [0.27, 0.06, -0.08], [-0.14, 0.12, 0.08], [-0.05, 0.73, 0.98], [0.32, -1.01, -1.37], [0.06, 0.09, -0.68], [-0.41, -1.19, -0.62], [-0.29, -0.15, 0.05], [0.00, -0.16, 0.12], [0.25, 0.54, 0.13], [0.41, 0.00, 0.13], [0.25, -1.86, -1.19], [-0.12, 0.42, 0.28], [1.15, 1.01, -0.58], [0.10, 1.18, 0.53], [-0.88, -0.56, 0.27], [-0.43, 0.03, 0.62], [0.02, -0.35, -0.19], [-0.10, -0.05, 0.00], [-0.19, 0.24, 0.16], [0.36, -0.30, -0.30], [-0.65, -0.55, 0.64], [0.29, -0.09, -0.08], [1.04, -0.01, 0.69], [-2.15, 0.16, -0.95], [0.09, -0.12, 1.31], [0.73, -0.31, -0.05], [0.20, 0.29, 0.69], [0.10, 0.03, 0.06], [-0.14, -0.07, -0.06], [0.12, 0.07, -0.07], [0.37, 0.32, -0.23], [-0.05, 0.30, -0.17], [0.04, 0.07, -0.08], [-0.37, 0.04, 0.02], [-0.04, -0.06, -0.29], [0.42, 0.36, -0.02], [0.30, -0.37, -0.03], [0.17, 0.25, 0.13], [0.25, -0.25, -0.51], [-0.19, 0.14, -0.26], [-0.31, -0.23, -0.13], [0.14, -0.14, -0.14], [1.17, -0.50, -0.50], [-0.16, 0.18, 0.01], [-0.62, -0.23, -0.04]]
}

=====

# 3
{
  "formula": "C5H8N",
  "method": "ωB97M-V/def2-TZVPD",
  "homo_energy_ev": -12.94,
  "e_lumo_ev": -3.985,
  "smiles": "[NH3+][C@@H]1[C@H]2[C@@H]3C[C@@]213",
  "multiplicity": 1,
  "e_above_lowest_kcal_mol": 157.3,
  "total_charge": 1,
  "mol_weight_da": 82.13,
  "species": ["C", "C", "C", "C", "C", "N", "H", "H", "H", "H", "H", "H", "H", "H"],
  "coordinates": [[-1.9307, 0.5963, -0.6847], [-0.7130, 0.5420, -1.4302], [0.2911, 0.9401, -0.3833], [0.7162, -0.4543, 0.0333], [-0.8156, 0.3978, 0.3774], [1.4813, -0.8151, 1.2942], [-2.3176, 1.5193, -0.4425], [-2.6951, -0.0837, -0.6271], [-0.4836, -0.3168, -2.0790], [0.8798, 1.8532, -0.5033], [0.5844, -1.2632, -0.5507], [1.1109, -0.3715, 2.0730], [2.4307, -0.6713, 1.4552], [1.4610, -1.8726, 1.4677]],
  "forces_ev_per_angstrom": [[0.59, 0.32, 0.66], [0.33, -1.35, 0.38], [1.39, 1.30, -1.00], [-1.95, 2.91, 2.43], [3.33, -1.45, -0.83], [-1.50, -3.13, -1.05], [-0.68, 2.25, 0.49], [-1.70, -2.02, -0.98], [-0.23, 0.08, 0.56], [-0.10, -0.21, 0.76], [0.25, -2.43, -2.12], [-1.75, 1.01, 2.10], [2.74, 1.11, -1.09], [-0.72, 1.61, -0.30]]
}

=====

# 4
{
  "formula": "C17H46B3NO13S",
  "method": "ωB97M-V/def2-TZVPD",
  "homo_energy_ev": -9.10,
  "e_lumo_ev": 0.184,
  "smiles": "NB1OBOB(C[SH](=O)=O)O1.COCCOC.COCCOC.COCCOC.COCCOC",
  "multiplicity": 1,
  "e_above_lowest_kcal_mol": 0.0,
  "total_charge": 0,
  "mol_weight_da": 537.05,
  "species": ["N", "B", "O", "B", "O", "B", "C", "S", "O", "O", "O", "H", "H", "H", "H", "H", "H", "C", "O", "C", "C", "O", "C", "H", "H", "H", "H", "H", "H", "H", "H", "H", "H", "C", "O", "C", "C", "O", "C", "H", "H", "H", "H", "H", "H", "H", "H", "H", "H", "C", "O", "C", "C", "O", "C", "H", "H", "H", "H", "H", "H", "H", "H", "H", "H", "C", "O", "C", "C", "O", "C", "H", "H", "H", "H", "H", "H", "H", "H", "H", "H"],
  "coordinates": [[0.5382, -0.6393, 3.6526], [-0.7615, -0.0566, 3.6316], [-1.2663, 0.6174, 2.5207], [-2.0371, 1.7270, 2.7732], [-2.4166, 1.9471, 4.0998], [-2.6108, 0.7368, 4.7352], [-4.0678, 0.3439, 5.2297], [-4.7697, -0.7416, 4.0354], [-4.7723, -0.0287, 2.7853], [-4.1995, -2.0546, 4.1227], [-1.5512, -0.1273, 4.7941], [0.6842, -1.1848, 2.8067], [0.5641, -1.2981, 4.4280], [-2.3983, 2.4600, 1.9176], [-4.7022, 1.2320, 5.2162], [-4.0823, -0.1369, 6.2091], [-6.0511, -0.8319, 4.4680], [0.4488, -2.1791, -0.3987], [1.5618, -2.5375, 0.4063], [1.4312, -3.8101, 1.0171], [2.2342, -4.8667, 0.2906], [1.7427, -5.1015, -1.0165], [2.4867, -4.4540, -2.0308], [0.7347, -1.3072, -0.9863], [0.1608, -2.9867, -1.0757], [-0.4096, -1.9115, 0.2279], [0.3777, -4.1057, 1.0659], [1.8075, -3.7273, 2.0428], [2.1637, -5.8086, 0.8433], [3.2880, -4.5701, 0.2576], [3.4597, -4.9378, -2.1718], [2.6432, -3.3965, -1.8035], [1.9157, -4.5393, -2.9536], [1.2146, 3.9612, -3.5588], [2.2652, 3.8160, -2.6198], [1.8625, 3.2186, -1.4010], [2.2344, 1.7538, -1.3371], [1.5329, 0.9863, -2.3023], [2.2998, 0.6731, -3.4485], [1.6572, 4.2340, -4.5145], [0.6516, 3.0316, -3.6783], [0.5265, 4.7573, -3.2540], [0.7827, 3.3321, -1.2561], [2.3709, 3.7460, -0.5880], [1.9701, 1.3629, -0.3496], [3.3153, 1.6376, -1.4688], [3.0611, -0.0804, -3.2166], [2.7886, 1.5595, -3.8605], [1.6172, 0.2645, -4.1923], [0.8055, -5.1281, 5.1275], [0.2171, -3.8527, 5.2935], [-1.1905, -3.8919, 5.5017], [-1.5546, -3.7136, 6.9568], [-1.1116, -4.7963, 7.7579], [0.0725, -4.5225, 8.4804], [1.8855, -4.9966, 5.1762], [0.4933, -5.8204, 5.9132], [0.5450, -5.5562, 4.1527], [-1.6082, -4.8279, 5.1184], [-1.6228, -3.0683, 4.9259], [-2.6446, -3.6666, 7.0386], [-1.1431, -2.7684, 7.3279], [-0.1223, -3.8265, 9.3041], [0.8505, -4.1027, 7.8374], [0.4237, -5.4657, 8.8953], [-2.3308, 5.9260, -8.0457], [-1.2043, 6.4333, -8.7350], [-0.2464, 7.0462, -7.8906], [0.9278, 6.1349, -7.6091], [0.5454, 4.9934, -6.8607], [0.3989, 3.8216, -7.6403], [-2.8916, 5.3142, -8.7501], [-2.0380, 5.3113, -7.1908], [-2.9749, 6.7401, -7.6955], [-0.7088, 7.3558, -6.9472], [0.1179, 7.9435, -8.3997], [1.6674, 6.6845, -7.0190], [1.4002, 5.8349, -8.5503], [1.3750, 3.4360, -7.9548], [-0.2162, 4.0010, -8.5254], [-0.0872, 3.0755, -7.0135]],
  "forces_ev_per_angstrom": [[-1.26, -0.89, -0.13], [0.64, -0.13, 0.27], [0.05, 0.27, 0.13], [0.15, -0.07, 0.18], [-0.74, -0.24, -0.57], [0.43, 0.18, 0.33], [0.12, 0.18, 0.41], [0.04, 0.03, -0.21], [-0.02, -0.08, 0.05], [0.04, 0.02, 0.12], [-0.47, 0.20, -0.43], [0.61, 0.36, -0.15], [0.42, 0.07, 0.02], [0.16, 0.05, -0.02], [-0.01, -0.04, 0.09], [-0.03, -0.08, -0.07], [-0.04, 0.00, -0.03], [-0.01, 0.15, -0.02], [-0.05, -0.02, 0.01], [0.06, 0.09, 0.08], [-0.03, -0.09, -0.02], [-0.02, 0.04, 0.00], [-0.01, 0.00, -0.01], [0.02, 0.02, 0.03], [0.02, -0.03, 0.02], [-0.04, -0.04, -0.03], [0.00, -0.02, -0.01], [-0.01, -0.02, 0.01], [0.01, 0.01, 0.02], [0.00, 0.00, 0.00], [0.01, 0.02, 0.01], [0.00, 0.00, -0.01], [0.01, -0.02, 0.00], [0.01, 0.02, -0.03], [0.01, -0.06, -0.03], [0.04, 0.07, 0.00], [-0.05, -0.09, 0.07], [-0.02, 0.00, -0.02], [-0.01, 0.00, 0.00], [0.00, 0.03, 0.01], [-0.01, 0.00, 0.00], [-0.02, -0.02, 0.00], [0.00, -0.01, 0.00], [-0.01, -0.01, 0.01], [0.01, 0.00, 0.00], [0.00, 0.01, -0.01], [0.02, 0.02, 0.00], [0.00, 0.00, -0.01], [0.00, -0.02, 0.01], [0.01, 0.01, 0.00], [0.01, 0.03, 0.05], [0.05, 0.18, -0.20], [-0.06, -0.05, 0.06], [0.05, -0.01, -0.04], [0.00, -0.01, 0.00], [0.00, 0.01, -0.02], [0.01, 0.00, 0.00], [-0.02, -0.02, 0.01], [0.01, -0.01, 0.02], [-0.09, -0.03, 0.03], [0.00, 0.02, -0.01], [0.00, 0.00, -0.01], [0.01, 0.02, -0.01], [0.01, 0.00, 0.00], [-0.02, 0.00, 0.02], [0.00, 0.00, -0.01], [0.02, -0.06, 0.01], [-0.03, 0.05, -0.06], [0.06, -0.01, 0.07], [-0.05, -0.01, 0.00], [0.00, -0.01, 0.02], [-0.01, 0.02, -0.01], [0.00, -0.01, 0.00], [0.01, 0.00, 0.02], [0.01, 0.00, 0.00], [0.00, 0.01, 0.01], [0.01, 0.01, -0.01], [-0.01, 0.00, -0.01], [0.00, 0.01, -0.03], [0.00, -0.01, 0.00], [0.02, 0.00, 0.01]]
}